ORCA calculation (ωB97M-V with the def2-TZVPD basis set) on a cluster of 7 separate species, C33H48F3N4O19 in total.

M ... 861.750 g/mol
Gap between HOMO and LUMO ... 8.79 eV
Net charge ... +1
Energy ... -88007.086 eV

XYZ file:
```
107
C33H48F3N4O19 (ωB97M-V with the def2-TZVPD basis set)
C -1.0241 1.6089 -6.7703
C -0.2505 1.2172 -5.5715
C 0.2219 -0.1870 -5.4367
N 0.0090 2.1111 -4.6444
N -0.5559 2.0284 -3.4099
C -1.5871 2.8119 -3.1463
C -2.1982 2.8073 -1.8961
N -3.3078 3.6119 -1.6489
C -1.6920 1.9438 -0.9400
C -2.3332 1.8598 0.4131
C -3.5328 0.8722 0.3549
O -3.4820 0.1585 -0.8856
C -4.7435 -0.1070 -1.4257
C -4.5844 -1.0444 -2.6186
F -3.3353 -0.9997 -3.1181
F -5.4280 -0.6927 -3.6147
F -4.8311 -2.3294 -2.3037
C -0.6009 1.1415 -1.3244
C -0.0205 0.1276 -0.3797
C 1.4675 -0.2167 -0.6248
C 2.1392 -0.1398 0.7634
C 1.6114 -1.6415 -1.1720
N -0.0462 1.1867 -2.5252
H -2.0402 1.2398 -6.5930
H -0.6048 1.1514 -7.6633
H -1.0506 2.6907 -6.8737
H 1.2879 -0.1794 -5.2207
H 0.0100 -0.7801 -6.3205
H -0.2592 -0.6379 -4.5592
H -1.9274 3.4491 -3.9471
H -3.6687 4.0690 -2.4730
H -3.1732 4.2725 -0.8962
H -2.7421 2.8348 0.6601
H -1.6405 1.5243 1.1748
H -3.4748 0.1398 1.1588
H -4.4735 1.4221 0.3853
H -5.4013 -0.5626 -0.6791
H -5.2321 0.8100 -1.7734
H -0.6324 -0.7701 -0.5065
H -0.1098 0.5128 0.6302
H 1.9659 0.5190 -1.2508
H 2.4374 0.8891 0.9483
H 3.0541 -0.7343 0.7676
H 1.4542 -0.4836 1.5318
H 2.5489 -1.8021 -1.7006
H 0.7629 -1.9341 -1.7930
H 1.6032 -2.3325 -0.3249
C 2.3042 3.0818 4.8920
C 3.1865 3.7735 3.8711
O 2.7092 3.2144 2.6371
C 1.4507 2.7840 2.8309
O 0.7305 2.3989 1.9602
O 1.1155 2.8219 4.1315
H 2.0776 3.6992 5.7561
H 2.7160 2.1288 5.2267
H 3.0339 4.8530 3.8504
H 4.2457 3.5708 3.9945
C 0.2911 0.7279 -11.5616
C 1.3397 1.7959 -11.8127
O 1.6644 2.2147 -10.4796
C 1.3642 1.2121 -9.6340
O 1.6721 1.1796 -8.4832
O 0.6635 0.2434 -10.2629
H 0.3087 -0.0805 -12.2860
H -0.7179 1.1386 -11.5055
H 2.2396 1.3979 -12.2821
H 0.9741 2.6365 -12.3946
C 1.7283 -3.4060 5.4746
C 0.6654 -3.3736 4.3958
O 0.6912 -1.9985 3.9803
C 1.9040 -1.4871 4.2902
O 2.2946 -0.4236 3.9218
O 2.6038 -2.3417 5.0573
H 2.2499 -4.3579 5.5255
H 1.3269 -3.1593 6.4594
H 0.9216 -4.0029 3.5426
H -0.3250 -3.6397 4.7529
C -8.4246 -1.3508 -2.6763
C -8.5009 -1.8442 -1.2435
O -8.9434 -0.6748 -0.5498
C -9.5914 0.1303 -1.4324
O -10.2106 1.0950 -1.1349
O -9.4167 -0.3216 -2.6984
H -8.6547 -2.1211 -3.4072
H -7.4597 -0.9090 -2.9133
H -9.2376 -2.6376 -1.1114
H -7.5448 -2.1801 -0.8491
C 7.6192 2.6688 4.3226
C 7.5337 1.9855 5.6748
O 7.2140 3.0761 6.5455
C 6.6286 4.0508 5.8161
O 6.0911 5.0094 6.2632
O 6.7271 3.7777 4.4900
H 7.2928 2.0402 3.4989
H 8.6169 3.0535 4.1083
H 6.7262 1.2529 5.7208
H 8.4622 1.5141 5.9834
C 2.0782 -6.5756 9.4676
C 3.5633 -6.6971 9.1780
O 3.5751 -6.9057 7.7589
C 2.4379 -6.4029 7.2466
O 2.2197 -6.2670 6.0820
O 1.5739 -6.0628 8.2253
H 1.8469 -5.8936 10.2803
H 1.6085 -7.5400 9.6623
H 4.1093 -5.7795 9.4002
H 4.0402 -7.5295 9.6862
```